Record 1
DFT (ωB97M-V/def2-TZVPD) results for the molecule C3H5NO.

```
10
Properties=species:S:1:pos:R:3:nbo_charge:R:1
O -0.87 1.44 0.65 -0.65
C -0.97 0.95 -0.49 0.29
C -0.24 -0.16 -0.97 -0.36
C 1.04 -0.24 0.98 -0.03
N 0.41 -0.87 0.03 -0.41
H -1.72 1.34 -1.20 0.13
H -0.42 -0.65 -1.91 0.21
H 1.42 0.74 0.76 0.22
H 1.21 -0.71 1.94 0.19
H 0.14 -1.84 0.20 0.40
```

## Properties
* energy relative to the best compared isomer or geometry (same formula, charge and spin): 51.8 kcal/mol
* E: -247.2247 a.u.
* Kohn-Sham gap (alpha / beta): 8.10 / 8.10 eV

---

Record 2
DFT (ωB97M-V/def2-TZVPD) results for the molecule C20H28N4O4 in a non-equilibrium geometry.

```
56
Properties=species:S:1:pos:R:3:nbo_charge:R:1
C -2.13 3.70 -0.77 -0.64
C -1.46 4.20 0.51 -0.06
O -0.77 3.17 1.18 -0.51
C 0.25 2.51 0.53 0.24
C 0.20 1.13 0.59 -0.21
C 1.20 0.36 0.02 -0.15
C 1.24 -1.11 0.05 0.67
O 2.28 -1.75 -0.01 -0.61
N 0.07 -1.81 0.17 -0.45
N -1.16 -1.29 0.04 -0.22
C -2.20 -2.01 0.17 0.04
C -2.33 -3.41 0.51 -0.24
C -1.49 -4.27 1.20 -0.03
N -2.10 -5.47 1.25 -0.16
C -1.64 -6.65 1.92 -0.21
C -1.98 -6.61 3.41 -0.61
N -3.28 -5.45 0.64 -0.27
C -3.45 -4.23 0.18 0.18
C -4.67 -3.84 -0.58 -0.65
C 2.28 1.00 -0.59 -0.26
C 2.36 2.38 -0.64 0.23
O 3.41 3.05 -1.21 -0.52
C 4.55 2.33 -1.66 -0.06
C 5.44 1.85 -0.52 -0.64
C 1.33 3.17 -0.09 0.27
O 1.33 4.53 -0.02 -0.52
C 1.90 5.33 -1.04 -0.06
C 1.27 5.09 -2.40 -0.64
H -2.71 4.50 -1.23 0.21
H -1.38 3.36 -1.48 0.21
H -2.79 2.87 -0.55 0.21
H -0.80 5.04 0.29 0.19
H -2.22 4.52 1.23 0.18
H -0.64 0.67 1.09 0.25
H 0.18 -2.82 0.19 0.38
H -3.13 -1.48 -0.01 0.19
H -0.55 -4.11 1.69 0.22
H -0.56 -6.75 1.78 0.20
H -2.14 -7.50 1.45 0.23
H -3.05 -6.51 3.55 0.22
H -1.65 -7.53 3.90 0.22
H -1.49 -5.77 3.89 0.21
H -5.33 -4.69 -0.66 0.24
H -4.40 -3.49 -1.57 0.22
H -5.19 -3.03 -0.07 0.22
H 3.05 0.37 -1.01 0.24
H 4.25 1.50 -2.31 0.17
H 5.09 3.06 -2.27 0.19
H 4.91 1.13 0.10 0.22
H 6.33 1.39 -0.93 0.22
H 5.73 2.69 0.10 0.21
H 2.98 5.19 -1.09 0.20
H 1.70 6.35 -0.70 0.18
H 1.70 5.78 -3.13 0.22
H 0.20 5.25 -2.36 0.21
H 1.47 4.07 -2.74 0.22
```

## Properties
* energy relative to the best compared isomer or geometry (same formula, charge and spin): 94.1 kcal/mol
* structure (SMILES): CCOc1cc(C(=O)N/N=C\c2cn(CC)nc2C)cc(OCC)c1OCC
* E: -1298.8330 a.u.
* Kohn-Sham gap: 8.85 eV

---

Record 3
DFT (ωB97M-V/def2-TZVPD) results for the molecule C5H8O.

```
14
Properties=species:S:1:pos:R:3:nbo_charge:R:1
C 1.55 0.04 0.95 -0.66
C 1.06 0.33 -0.43 -0.12
C -0.16 0.75 -0.79 -0.23
C -1.40 0.40 0.01 -0.55
C -1.39 -1.08 -0.34 0.45
O -0.79 -1.91 0.29 -0.54
H 2.12 -0.89 1.03 0.23
H 0.78 0.04 1.72 0.22
H 2.25 0.86 1.17 0.22
H 1.80 0.23 -1.22 0.20
H -0.33 1.08 -1.81 0.21
H -2.30 0.92 -0.35 0.22
H -1.32 0.53 1.09 0.23
H -1.85 -1.32 -1.32 0.11
```

## Properties
* energy relative to the best compared isomer or geometry (same formula, charge and spin): 34.7 kcal/mol
* structure (SMILES): C/C=C\CC=O
* E: -270.5027 a.u.
* Kohn-Sham gap: 10.08 eV

---

Record 4
DFT (ωB97M-V/def2-TZVPD) results for a cluster of 2 separate species, C12H21N2O4 in total.

```
39
Properties=species:S:1:pos:R:3:nbo_charge:R:1
N -0.41 0.42 2.45 -0.87
C -1.52 0.17 1.50 -0.26
C -1.44 0.99 0.19 0.08
O -2.70 1.53 -0.16 -0.70
C -0.41 2.11 0.27 -0.46
C 1.02 1.68 0.20 0.06
C 1.39 0.53 -0.45 0.07
N 2.68 0.13 -0.49 -0.40
C 3.68 0.80 0.09 0.07
C 3.38 1.96 0.75 -0.22
C 2.06 2.41 0.81 -0.04
C 1.78 3.74 1.46 0.76
O 1.02 4.52 0.97 -0.50
O 2.46 4.01 2.58 -0.64
H -0.78 0.69 3.35 0.38
H 0.08 -0.45 2.63 0.36
H -2.48 0.41 1.96 0.21
H -1.55 -0.89 1.25 0.20
H -1.23 0.30 -0.62 0.18
H -2.94 2.21 0.48 0.47
H -0.61 2.83 -0.52 0.27
H -0.55 2.63 1.21 0.24
H 0.73 -0.14 -0.97 0.27
H 2.88 -0.73 -0.98 0.45
H 4.67 0.40 0.00 0.25
H 4.18 2.54 1.19 0.26
H 2.84 3.23 2.99 0.49
C -0.90 -3.84 -2.79 -0.63
C -1.13 -3.16 -1.46 0.10
C -2.61 -3.06 -1.12 -0.63
O -0.53 -1.85 -1.46 -0.77
H -1.38 -3.28 -3.60 0.21
H 0.17 -3.91 -3.02 0.22
H -1.31 -4.85 -2.79 0.23
H -0.61 -3.70 -0.67 0.18
H -3.14 -2.47 -1.87 0.21
H -2.75 -2.57 -0.15 0.21
H -3.07 -4.04 -1.07 0.23
H -0.97 -1.33 -2.14 0.47
```

## Properties
* E: -880.0961 a.u.
* total charge: +1
* Kohn-Sham gap: 8.05 eV

---

Record 5
DFT (ωB97M-V/def2-TZVPD) results for a structure of composition C4H11MgO3 in a non-equilibrium geometry.

```
19
Properties=species:S:1:pos:R:3:nbo_charge:R:1
C -0.31 1.29 -1.55 -0.53
O -0.27 0.11 -0.77 -0.51
C -0.27 0.34 0.61 -0.08
C 0.21 -0.90 1.33 -0.09
O 1.59 -0.78 1.60 -0.53
C 2.07 -1.79 2.45 -0.25
H -0.28 2.40 -1.54 0.24
H 0.78 1.43 -1.69 0.28
H -1.29 0.59 0.95 0.14
H 0.38 1.20 0.87 0.20
H 0.03 -1.79 0.72 0.19
H -0.37 -1.01 2.27 0.17
H 3.15 -1.64 2.57 0.21
H 1.60 -1.74 3.44 0.17
H 1.89 -2.79 2.01 0.17
Mg -3.00 1.83 -2.19 1.81
O -2.41 0.98 -3.75 -1.32
H -2.48 1.28 -4.66 0.50
H -1.01 0.99 -2.67 0.24
```

## Properties
* energy relative to the best compared isomer or geometry (same formula, charge and spin): 137.3 kcal/mol
* E: -584.4062 a.u.
* total charge: +1
* Kohn-Sham gap: 5.22 eV

---

Record 6
DFT (ωB97M-V/def2-TZVPD) results for a structure of composition C7H8O in a non-equilibrium geometry.

```
16
Properties=species:S:1:pos:R:3:nbo_charge:R:1
C 1.82 -0.82 -1.24 -0.41
C 0.72 -0.36 -0.69 -0.03
C -0.71 -0.88 -0.93 -0.23
C -1.66 -0.18 -0.37 -0.19
C -1.22 0.95 0.65 0.06
C -0.09 0.31 1.58 -0.43
C 0.77 0.76 0.38 0.06
H 1.57 -1.48 -2.11 0.20
H 2.91 -0.46 -1.04 0.22
H -0.88 -1.83 -1.51 0.22
H -2.78 -0.34 -0.60 0.22
H -2.03 1.45 1.16 0.20
H -0.15 -0.73 1.74 0.20
H 0.18 0.74 2.54 0.22
H 1.75 1.15 0.45 0.19
O -0.18 1.71 -0.02 -0.51
```

## Properties
* energy relative to the best compared isomer or geometry (same formula, charge and spin): 75.0 kcal/mol
* E: -346.6560 a.u.
* Kohn-Sham gap: 9.96 eV

---

Record 7
DFT (ωB97M-V/def2-TZVPD) results for a structure of composition C30H33BF3N5O6S5SeW in a non-equilibrium geometry.

```
85
Properties=species:S:1:pos:R:3:lowdin_charge:R:1
W -0.43 0.52 0.79 1.52
F -0.81 -4.62 2.27 0.14
C 0.51 -4.56 1.98 -0.59
F 1.15 -4.19 3.09 0.15
F 0.91 -5.79 1.65 0.17
C 0.74 -3.59 0.85 -0.09
C 1.36 -3.98 -0.32 0.05
C 1.52 -3.04 -1.35 0.00
C 1.01 -1.78 -1.19 -0.11
N 0.38 -1.40 -0.06 -0.21
C 0.30 -2.26 0.98 -0.67
S -0.30 -1.51 2.39 0.87
H 1.72 -4.99 -0.43 0.14
H 2.03 -3.32 -2.26 0.12
H 1.10 -1.02 -1.95 0.11
O -2.10 -0.64 0.51 -0.75
S -2.87 -1.87 -0.01 1.13
C -3.96 -1.14 -1.29 -0.27
C -4.32 0.32 -1.03 -0.21
C -4.17 1.21 -2.27 -0.20
C -2.81 1.88 -2.43 -0.28
S -1.45 0.69 -2.69 1.13
O -0.81 0.49 -1.29 -0.76
C -0.24 1.66 -3.59 -0.40
C -0.25 3.04 -3.71 -0.10
C 0.76 3.65 -4.45 -0.04
C 1.76 2.89 -5.03 -0.03
C 1.76 1.51 -4.90 -0.04
C 0.74 0.89 -4.20 -0.09
C -4.01 -2.33 1.27 -0.38
C -4.07 -3.69 1.54 -0.08
C -4.90 -4.13 2.55 -0.04
C -5.63 -3.21 3.30 -0.03
C -5.54 -1.85 3.03 -0.03
C -4.74 -1.40 2.00 -0.06
H -4.83 -1.79 -1.34 0.11
H -3.39 -1.27 -2.22 0.07
H -3.68 0.72 -0.25 0.07
H -5.35 0.37 -0.67 0.13
H -4.91 2.02 -2.21 0.13
H -4.42 0.65 -3.18 0.13
H -2.51 2.44 -1.54 0.07
H -2.83 2.54 -3.30 0.10
H -1.00 3.66 -3.24 0.10
H 0.75 4.72 -4.57 0.12
H 2.54 3.37 -5.60 0.12
H 2.54 0.91 -5.37 0.12
H 0.70 -0.19 -4.14 0.11
H -3.49 -4.39 0.96 0.11
H -4.98 -5.19 2.77 0.12
H -6.26 -3.56 4.11 0.12
H -6.10 -1.14 3.62 0.12
H -4.67 -0.34 1.78 0.11
C -1.73 5.10 0.22 0.00
N -0.58 4.86 1.08 -0.10
C -0.21 5.66 2.13 -0.01
C 0.98 5.19 2.58 -0.01
N 1.35 4.12 1.80 0.02
B 2.76 3.43 1.82 -0.40
N 2.73 2.30 2.90 0.01
C 3.06 2.45 4.22 -0.01
C 3.08 1.22 4.79 0.00
N 2.76 0.31 3.81 -0.09
C 2.78 -1.13 3.99 -0.02
C 2.52 1.00 2.67 -0.62
S 2.12 0.27 1.14 0.79
C 0.38 3.92 0.90 -0.63
S 0.36 2.72 -0.36 0.79
H -2.38 5.82 0.70 0.11
H -2.28 4.17 0.07 0.06
H -1.40 5.49 -0.74 0.10
H -0.82 6.46 2.49 0.14
H 1.62 5.55 3.37 0.14
H 2.96 2.94 0.76 0.05
H 3.56 4.25 2.15 0.09
H 3.29 3.41 4.64 0.14
H 3.31 0.92 5.80 0.14
H 3.52 -1.38 4.74 0.11
H 3.05 -1.61 3.05 0.08
H 1.81 -1.50 4.31 0.07
O -1.99 1.84 0.86 -0.55
Se -1.80 1.83 2.51 0.81
O -2.39 0.46 3.02 -0.39
O -0.14 1.48 2.37 -0.58
O -2.17 3.18 3.23 -0.30
```

## Properties
* energy relative to the best compared isomer or geometry (same formula, charge and spin): 61.3 kcal/mol
* E: -6671.5910 a.u.
* total charge: +2
* Kohn-Sham gap: 5.55 eV

---

Record 8
DFT (ωB97M-V/def2-TZVPD) results for a cluster of 7 separate species, C40H27O16PS in total.

```
85
Properties=species:S:1:pos:R:3:lowdin_charge:R:1
O -2.06 -2.21 2.33 0.18
C -1.11 -1.97 3.01 -0.36
O -1.21 -1.39 4.25 0.15
C 0.03 -0.80 4.51 -0.45
O 0.15 0.04 5.34 0.16
C 1.03 -1.40 3.58 -0.27
P 2.78 -1.14 3.81 0.40
S 3.50 -1.94 5.41 0.18
C 0.35 -2.12 2.70 -0.23
O 0.79 -2.79 1.64 0.13
H 2.87 0.26 3.74 0.00
H 3.33 -1.59 2.60 0.00
H 0.57 -3.72 1.69 0.15
O -1.68 -2.37 -1.97 0.11
C -2.39 -1.40 -1.92 -0.37
C -2.73 -0.75 -0.62 0.03
C -3.51 0.32 -0.57 0.01
C -4.08 0.93 -1.80 -0.38
O -4.77 1.92 -1.74 0.10
C -3.75 0.28 -3.09 0.02
C -2.97 -0.80 -3.15 0.03
H -2.31 -1.20 0.27 0.10
H -3.77 0.81 0.37 0.11
H -4.18 0.74 -3.97 0.12
H -2.72 -1.28 -4.09 0.09
O -0.04 1.27 2.41 0.09
C -0.96 2.05 2.58 -0.36
C -1.24 2.65 3.90 0.03
C -2.25 3.49 4.08 0.04
C -3.15 3.86 2.96 -0.37
O -4.07 4.63 3.12 0.12
C -2.87 3.26 1.63 0.03
C -1.85 2.42 1.45 0.01
H -0.57 2.35 4.70 0.11
H -2.46 3.92 5.05 0.09
H -3.54 3.54 0.82 0.12
H -1.63 1.96 0.49 0.11
O 8.21 -6.71 8.51 0.10
C 7.49 -6.37 7.60 -0.39
C 6.66 -5.14 7.70 0.02
C 5.86 -4.76 6.70 0.02
C 5.78 -5.55 5.44 -0.38
O 5.06 -5.21 4.53 0.09
C 6.61 -6.78 5.35 0.02
C 7.40 -7.16 6.35 0.02
H 6.74 -4.58 8.62 0.12
H 5.25 -3.87 6.74 0.07
H 6.53 -7.34 4.42 0.12
H 8.02 -8.05 6.30 0.12
O 0.73 -1.24 -10.08 0.09
C 0.00 -1.49 -9.14 -0.36
C 0.06 -2.81 -8.46 0.02
C -0.73 -3.10 -7.44 0.03
C -1.71 -2.11 -6.93 -0.37
O -2.44 -2.37 -5.99 0.09
C -1.77 -0.79 -7.61 0.03
C -0.98 -0.49 -8.63 0.04
H 0.79 -3.52 -8.86 0.12
H -0.71 -4.05 -6.93 0.12
H -2.50 -0.08 -7.21 0.12
H -1.00 0.46 -9.14 0.09
O -1.45 4.82 6.78 0.08
C -1.85 4.39 7.84 -0.38
C -1.25 3.19 8.46 0.03
C -1.69 2.72 9.63 0.03
C -2.80 3.38 10.35 -0.38
O -3.20 2.96 11.42 0.11
C -3.40 4.59 9.73 0.02
C -2.96 5.06 8.57 0.02
H -0.44 2.72 7.91 0.12
H -1.27 1.84 10.10 0.12
H -4.21 5.05 10.28 0.12
H -3.38 5.93 8.09 0.12
O 2.45 3.48 -14.29 0.11
C 1.73 3.21 -13.36 -0.39
C 1.80 1.89 -12.68 0.03
C 1.01 1.59 -11.66 0.03
C 0.03 2.58 -11.15 -0.36
O -0.70 2.32 -10.21 0.08
C -0.05 3.90 -11.82 0.02
C 0.75 4.20 -12.84 0.02
H 2.52 1.19 -13.08 0.12
H 1.03 0.63 -11.15 0.09
H -0.77 4.60 -11.42 0.12
H 0.72 5.15 -13.35 0.12
```

## Properties
* structure (SMILES): O=C1OC(=O)C([PH2]=S)=C1O.O=C1C=CC(=O)C=C1.O=C1C=CC(=O)C=C1.O=C1C=CC(=O)C=C1.O=C1C=CC(=O)C=C1.O=C1C=CC(=O)C=C1.O=C1C=CC(=O)C=C1
* E: -3483.6375 a.u.
* Kohn-Sham gap: 7.42 eV

---

Record 9
DFT (ωB97M-V/def2-TZVPD) results for a structure of composition C4H18IO7 in a non-equilibrium geometry.

```
30
Properties=species:S:1:pos:R:3:nbo_charge:R:1
I 1.07 0.91 -0.34 -0.37
O 3.20 0.93 -1.99 -0.97
H 2.45 1.11 -1.43 0.39
H 2.82 0.49 -2.76 0.44
O 0.54 0.73 -3.04 -0.96
H 1.13 -0.02 -3.17 0.45
H 0.13 0.55 -2.19 0.45
O -1.61 -0.32 -0.40 -1.01
H -1.72 -0.50 -1.33 0.46
H -0.73 0.05 -0.34 0.43
C 0.39 -1.76 0.86 -0.14
C 0.07 -3.03 0.12 -0.08
O 0.74 -4.08 0.76 -0.73
O 1.76 -1.40 0.63 -0.78
H 0.23 -1.92 1.93 0.16
H -0.14 -0.83 0.65 0.19
H 0.32 -2.89 -0.93 0.15
H -0.98 -3.30 0.17 0.17
H 1.64 -4.10 0.44 0.47
H 1.75 -0.52 0.24 0.37
C -1.07 1.58 1.90 -0.10
C -1.75 2.02 0.59 -0.11
O -2.11 3.38 0.78 -0.73
O 0.25 2.07 2.25 -0.76
H -1.00 0.49 1.94 0.17
H -1.78 1.86 2.69 0.18
H -2.69 1.48 0.47 0.17
H -1.14 1.87 -0.30 0.18
H -2.68 3.55 0.02 0.45
H 0.93 1.61 1.76 0.47
```

## Properties
* energy relative to the best compared isomer or geometry (same formula, charge and spin): 155.7 kcal/mol
* E: -987.4258 a.u.
* total charge: -1
* Kohn-Sham gap: 7.72 eV

---

Record 10
DFT (ωB97M-V/def2-TZVPD) results for a cluster of 2 separate species, C28H53BClFN5O6P2S in total in a non-equilibrium geometry.

```
98
Properties=species:S:1:pos:R:3:lowdin_charge:R:1
C 4.28 1.98 1.83 0.08
C 3.84 1.63 0.78 -0.17
C 3.18 1.46 -0.52 -0.20
C 1.90 0.57 -0.50 -0.20
C 2.02 -0.71 0.34 -0.15
C 1.18 -0.77 1.64 -0.49
P 0.97 0.93 2.48 0.71
O 0.62 0.57 4.03 -0.36
Cl -0.90 1.61 1.75 0.22
O -0.12 -1.08 1.25 -0.11
B -0.70 -2.22 2.03 -0.78
C -1.13 -3.33 0.89 -0.07
C -1.94 -2.79 -0.31 -0.22
C -3.46 -2.63 -0.11 -0.26
C -3.85 -1.28 0.51 -0.45
S -5.10 -0.41 -0.48 0.99
C -6.15 0.30 0.72 -0.70
N -6.64 1.49 0.63 0.03
N -7.46 1.64 1.75 0.04
C -7.39 0.54 2.40 -0.21
O -6.58 -0.37 1.82 0.04
C -1.91 -1.77 3.11 -0.18
F -1.31 -1.45 4.38 -0.08
C -2.90 -2.87 3.45 -0.22
C -2.25 -4.11 4.06 -0.10
O 0.43 -2.57 2.92 0.00
C 1.66 -2.00 2.57 -0.35
C 2.36 -3.15 1.78 -0.11
C 2.26 -4.49 2.46 -0.11
C 2.24 -4.76 3.81 -0.01
C 2.53 -1.61 3.79 -0.12
O 3.80 -2.26 3.84 -0.17
C 4.83 -1.48 3.26 -0.26
C 5.61 -0.67 4.31 -0.06
H 4.66 2.11 2.82 0.01
H 3.89 0.90 -1.15 0.11
H 2.99 2.40 -1.04 0.10
H 1.01 1.15 -0.28 0.07
H 1.80 0.25 -1.53 0.10
H 1.63 -1.53 -0.26 0.12
H 3.08 -0.93 0.54 0.10
H 0.39 -0.37 4.18 0.04
H -1.69 -4.18 1.29 0.09
H -0.23 -3.77 0.46 0.09
H -1.82 -3.52 -1.11 0.10
H -1.56 -1.84 -0.70 0.11
H -3.88 -3.49 0.42 0.10
H -3.91 -2.67 -1.11 0.08
H -2.95 -0.67 0.59 0.07
H -4.23 -1.43 1.52 0.06
H -7.94 0.37 3.31 0.13
H -2.39 -0.84 2.79 0.10
H -3.58 -2.46 4.22 0.11
H -3.54 -3.15 2.61 0.08
H -1.49 -4.56 3.42 0.06
H -3.02 -4.87 4.22 0.07
H -1.81 -3.91 5.03 0.07
H 3.38 -2.87 1.47 0.11
H 1.83 -3.26 0.83 0.10
H 2.20 -5.34 1.77 0.09
H 3.11 -4.66 4.45 0.05
H 1.31 -5.08 4.29 0.05
H 2.69 -0.54 3.89 0.10
H 1.98 -1.93 4.68 0.14
H 4.43 -0.83 2.48 0.09
H 5.53 -2.16 2.76 0.12
H 5.55 0.40 4.16 0.04
H 5.26 -0.89 5.32 0.08
H 6.67 -0.93 4.25 0.06
O 0.98 2.99 -2.90 -0.28
P 0.04 3.40 -3.99 0.67
N -0.35 1.93 -4.73 -0.32
C -0.24 1.62 -6.14 -0.14
C -0.63 0.78 -3.90 -0.12
N 1.12 4.37 -4.95 -0.34
C 2.07 3.73 -5.83 -0.13
C 1.78 5.39 -4.14 -0.15
N -1.34 4.22 -4.64 -0.29
C -2.60 3.89 -3.95 -0.12
C -1.32 5.65 -4.97 -0.13
H -0.46 2.49 -6.76 0.08
H -0.98 0.85 -6.41 0.08
H 0.75 1.24 -6.39 0.08
H -1.62 0.38 -4.12 0.08
H -0.61 1.04 -2.84 0.07
H 0.11 -0.02 -4.05 0.08
H 2.64 2.92 -5.34 0.09
H 2.79 4.46 -6.20 0.08
H 1.59 3.33 -6.72 0.05
H 2.60 4.99 -3.54 0.08
H 1.07 5.86 -3.46 0.07
H 2.17 6.18 -4.79 0.08
H -3.37 3.67 -4.69 0.08
H -2.95 4.71 -3.31 0.08
H -2.49 3.01 -3.31 0.07
H -0.63 5.84 -5.79 0.07
H -1.06 6.28 -4.12 0.08
H -2.31 5.94 -5.32 0.08
```

## Properties
* E: -3489.6273 a.u.
* total charge: -1
* Kohn-Sham gap: 6.60 eV

---

Record 11
DFT (ωB97M-V/def2-TZVPD) results for the molecule C16H15NO6 in a non-equilibrium geometry.

```
38
Properties=species:S:1:pos:R:3:nbo_charge:R:1
C 5.17 2.31 0.33 -0.26
O 4.61 1.16 -0.28 -0.51
C 4.06 0.27 0.55 0.82
O 4.10 0.35 1.75 -0.61
C 3.43 -0.88 -0.23 -0.51
C 2.08 -1.17 0.34 -0.20
C 1.67 -2.42 0.70 0.38
O 2.49 -3.48 0.50 -0.66
C 0.38 -2.60 1.27 -0.37
C -0.41 -1.52 1.46 0.10
N -0.02 -0.28 1.12 -0.39
C -0.92 0.84 1.34 -0.25
C -2.13 0.73 0.46 -0.04
C -3.40 0.57 1.00 -0.22
C -4.53 0.44 0.20 -0.26
C -4.34 0.47 -1.16 0.22
C -3.07 0.63 -1.72 0.31
C -1.95 0.76 -0.93 -0.28
O -3.16 0.62 -3.08 -0.49
C -4.54 0.46 -3.37 0.24
O -5.26 0.36 -2.17 -0.48
C 1.23 -0.02 0.54 0.64
O 1.54 1.13 0.24 -0.66
H 5.88 2.02 1.11 0.19
H 4.38 2.92 0.78 0.20
H 5.67 2.87 -0.46 0.19
H 4.06 -1.76 -0.13 0.25
H 3.37 -0.59 -1.28 0.24
H 2.08 -4.29 0.83 0.49
H 0.04 -3.59 1.55 0.22
H -1.40 -1.60 1.89 0.22
H -0.34 1.74 1.09 0.27
H -1.20 0.88 2.39 0.21
H -3.52 0.56 2.07 0.21
H -5.51 0.32 0.62 0.23
H -0.97 0.89 -1.36 0.24
H -4.69 -0.45 -3.97 0.16
H -4.89 1.34 -3.95 0.16
```

## Properties
* energy relative to the best compared isomer or geometry (same formula, charge and spin): 8.5 kcal/mol
* structure (SMILES): COC(=O)Cc1c(O)ccn(Cc2ccc3c(c2)OCO3)c1=O
* E: -1124.9147 a.u.
* Kohn-Sham gap: 8.87 eV